(1)
ORCA calculation (ωB97M-V with the def2-TZVPD basis set) on 2 unconnected molecules or ions with the total composition C3H7Br3Si at a distorted geometry.

Its LUMO energy (spin up / spin down) is -2.86 / -2.97 eV. The calculation puts the total energy at -221230.0005 eV. The value obtained for the HOMO-LUMO gap (spin up / spin down) is 6.25 / 6.03 eV. The spin multiplicity is 1. The energy above the lowest of the compared OMol25 structures with the same formula, charge and spin is 332.8 kJ/mol. The largest force on an atom comes out at 3.744 eV Å⁻¹.

Positions of all 14 atoms, in Å:
C1 0.7996 -0.0440 1.2748
C2 0.9114 0.0684 -1.3055
C3 0.2364 -0.4859 -0.0179
Si1 -1.6446 -0.0371 -0.1573
Br1 -1.2009 3.4708 0.2910
Br2 -2.6523 -1.1364 -1.7455
Br3 -2.8180 -0.8111 1.5744
H1 0.4080 0.9117 1.5806
H2 0.6629 -0.7995 2.0794
H3 1.7976 0.0332 1.1318
H4 0.2340 -0.2469 -2.0525
H5 1.8718 -0.5126 -1.2219
H6 1.2508 1.1551 -1.2197
H7 0.1431 -1.5656 -0.2117

Löwdin atomic charge list, values in e, 4 entries: number 1, C, carries -0.141; number 2, C, carries -0.120; number 3, C, carries -0.586; number 4, Si, carries -0.063

(2)
ORCA calculation (ωB97M-V with the def2-TZVPD basis set) on a molecular structure, C19H23F6N4O8RuS2.

Its LUMO energy (spin up / spin down) is -0.49 / -0.19 eV. The calculation puts the total energy at -82971.3578 eV. The value obtained for the HOMO-LUMO gap (spin up / spin down) is 7.28 / 7.54 eV. The spin multiplicity is 2. The energy above the lowest of the compared OMol25 structures with the same formula, charge and spin is 4.9 kJ/mol. The largest force on an atom comes out at 0.277 eV Å⁻¹. The expectation value of S² is 0.959.

Positions of all 63 atoms, in Å:
Ru1 0.1016 0.5671 1.0394
C1 0.4582 1.0742 4.0433
O1 0.4005 -0.0153 3.1206
C2 -0.4110 -1.1153 3.5714
C3 -1.7765 -1.0836 2.9179
O2 -1.6776 -1.3395 1.5245
C4 -1.7329 -2.7257 1.2111
H1 0.7762 0.7067 5.0200
H2 -0.5143 1.5667 4.1132
H3 1.2006 1.7670 3.6572
H4 -0.5037 -1.0640 4.6579
H5 0.1256 -2.0264 3.3099
H6 -2.2166 -0.0913 3.0203
H7 -2.4329 -1.8211 3.3920
H8 -2.6673 -3.1536 1.5863
H9 -0.8874 -3.2744 1.6353
H10 -1.7023 -2.8254 0.1307
F1 2.9779 1.0588 -1.4397
C5 3.9409 0.6870 -0.5938
F2 4.6017 1.7729 -0.1974
F3 4.7774 -0.1212 -1.2151
S1 3.2047 -0.1060 0.9206
O3 2.6779 1.0157 1.6618
O4 4.2427 -0.9203 1.4598
N1 1.8990 -0.9237 0.4544
S2 2.0246 -2.3295 -0.2947
O5 0.7092 -2.6802 -0.7561
O6 3.1344 -2.4089 -1.1864
C6 2.3558 -3.5888 1.0365
F4 1.7436 -3.2357 2.1739
F5 1.8596 -4.7605 0.6426
F6 3.6469 -3.7270 1.2696
O7 -2.4734 -4.1669 -2.7940
C7 -1.5299 -3.6985 -3.7505
N2 -0.9894 -2.4704 -3.2605
C8 -1.2673 -1.2728 -3.8363
O8 -1.8691 -1.1295 -4.8834
C9 -0.7383 -0.0797 -3.0930
C10 -0.4196 1.0789 -3.7831
C11 0.0682 2.1646 -3.0733
C12 0.2220 2.0568 -1.7046
N3 -0.1048 0.9479 -1.0290
C13 -0.5954 -0.0868 -1.7187
H11 -2.7233 -5.0666 -3.0276
H12 -2.0015 -3.4919 -4.7108
H13 -0.7277 -4.4304 -3.8775
H14 -0.3888 -2.5159 -2.4481
H15 -0.5665 1.1094 -4.8547
H16 0.3347 3.0878 -3.5669
H17 0.6145 2.8758 -1.1189
H18 -0.8931 -0.9412 -1.1255
N4 -1.2228 1.6942 1.4923
C14 -1.2043 2.9893 0.9983
C15 -2.3012 3.4749 0.2747
C16 -2.2660 4.7451 -0.2728
C17 -1.1687 5.5742 -0.0647
C18 -0.0971 5.1176 0.6899
C19 -0.1032 3.8304 1.2065
H19 -3.1570 2.8270 0.1331
H20 -3.1065 5.1005 -0.8555
H21 -1.1571 6.5744 -0.4774
H22 0.7545 5.7622 0.8682
H23 0.7419 3.4612 1.7773

Löwdin atomic charge list, values in e, 4 entries: number 1, Ru, carries 1.183; number 2, C, carries -0.080; number 3, O, carries -0.345; number 4, C, carries -0.153